Record 1
ORCA calculation (ωB97M-V/def2-TZVPD) on the ion C5H14N3 with charge +1 at a distorted geometry.

Structure (XYZ):
```
22
Properties=species:S:1:pos:R:3:nbo_charge:R:1
C 2.261 -0.767 0.349 -0.648
C 1.414 -0.006 -0.666 -0.216
N -0.049 -0.337 -0.246 -0.191
C -0.414 -1.584 -0.081 0.376
N -1.598 -1.933 0.263 -0.725
N -0.879 0.665 0.210 -0.319
C -1.475 1.319 -0.891 -0.431
C -0.351 1.650 1.198 -0.424
H 1.745 -1.349 1.058 0.218
H 2.909 -1.584 -0.239 0.237
H 2.930 -0.042 0.862 0.247
H 1.605 0.982 -0.878 0.236
H 1.291 -0.520 -1.541 0.210
H 0.353 -2.342 -0.532 0.244
H -1.890 -2.938 0.106 0.450
H -2.248 -1.186 0.474 0.447
H -0.901 2.170 -1.313 0.194
H -1.574 0.399 -1.695 0.209
H -2.508 1.754 -0.635 0.233
H 0.266 2.168 0.556 0.181
H -1.152 2.281 1.621 0.245
H 0.266 1.201 2.019 0.226
```

Calculated values
Frontier orbital gap in eV: 10.258
Structure (SMILES): CC/[N+](=C/N)N(C)C
ΔE to the lowest compared entry with this formula, charge and spin in kcal/mol: 89.1
LUMO energy in eV: -3.11
Total charge: +1
HOMO level in eV: -13.36



Record 2
ORCA calculation (ωB97M-V/def2-TZVPD) on a cluster of 2 separate species, C7H15NS in total at a distorted geometry.

Structure (XYZ):
```
24
Properties=species:S:1:pos:R:3:nbo_charge:R:1
C -0.523 0.990 -0.931 -0.947
C -4.549 0.711 -0.284 -0.105
C 1.742 -1.426 -0.253 -0.420
C 2.403 -0.867 0.941 -0.422
C 1.754 0.137 0.073 -0.158
C 2.546 1.116 -0.690 -0.632
C -0.550 -0.631 2.046 -0.774
N -3.775 0.578 -1.338 -0.720
S 0.174 0.864 0.614 0.761
H -0.327 0.164 -1.581 0.184
H -1.594 1.114 -1.014 0.197
H -4.934 -0.180 0.111 0.101
H 2.253 -1.686 -1.139 0.222
H 0.777 -1.948 -0.109 0.219
H 1.892 -0.966 1.931 0.231
H 3.435 -0.819 0.896 0.218
H 3.618 1.113 -0.517 0.216
H 2.093 2.035 -0.297 0.235
H 2.273 1.031 -1.714 0.228
H -1.625 -0.447 2.077 0.222
H -0.084 -1.661 1.700 0.211
H -0.159 -0.315 3.016 0.203
H -3.471 -0.259 -1.800 0.357
H -3.367 1.352 -1.738 0.372
```

Calculated values
Frontier orbital gap (spin up / spin down) in eV: 8.041 / 8.041
ΔE to the lowest compared entry with this formula, charge and spin in kcal/mol: 130.8
LUMO energy (spin up / spin down) in eV: 0.73 / 0.73
HOMO level (spin up / spin down) in eV: -7.31 / -7.31



Record 3
ORCA calculation (ωB97M-V/def2-TZVPD) on a cluster of 15 separate species, C45H105N15O15 in total at a distorted geometry.

Structure (XYZ):
```
180
Properties=species:S:1:pos:R:3:mulliken_charge:R:1
C -2.837 1.135 -3.235 -0.449
O -1.969 1.972 -2.836 -0.196
N -2.548 -0.169 -3.606 0.972
C -3.583 -0.954 -4.123 -1.409
C -1.307 -0.892 -3.286 -0.637
H -3.927 1.286 -3.192 0.232
H -3.307 -1.531 -5.005 0.332
H -4.459 -0.387 -4.440 0.414
H -3.841 -1.611 -3.292 0.407
H -1.416 -1.583 -2.450 0.377
H -0.969 -1.467 -4.149 0.377
H -0.511 -0.226 -2.954 -0.341
C 0.058 6.364 2.051 0.152
O 0.212 7.496 2.460 -0.599
N 0.764 5.281 2.514 0.118
C 0.520 3.891 2.106 0.152
C 1.952 5.396 3.388 -1.174
H -0.764 6.106 1.366 0.344
H 1.483 3.466 1.825 0.194
H -0.076 3.842 1.195 -0.191
H 0.092 3.315 2.927 -0.142
H 2.047 4.484 3.978 0.316
H 2.830 5.418 2.744 0.404
H 2.052 6.223 4.091 0.376
C -7.508 0.911 -0.958 0.160
O -8.456 1.309 -0.282 -0.635
N -7.175 -0.374 -1.022 0.204
C -6.044 -0.894 -1.833 -0.949
C -8.059 -1.361 -0.552 -1.066
H -6.766 1.575 -1.428 0.297
H -6.286 -1.643 -2.587 0.496
H -5.223 -1.331 -1.266 0.279
H -5.741 -0.050 -2.452 0.144
H -8.667 -1.126 0.322 0.316
H -8.724 -1.633 -1.371 0.386
H -7.573 -2.301 -0.291 0.335
C -3.805 1.218 0.965 -0.132
O -3.880 0.711 -0.166 -0.388
N -3.557 2.517 1.267 0.378
C -3.462 3.429 0.117 -0.650
C -3.332 3.021 2.623 -0.839
H -3.879 0.520 1.813 0.303
H -4.181 4.225 0.311 0.501
H -3.531 3.012 -0.887 -0.023
H -2.469 3.878 0.118 0.012
H -2.289 3.221 2.866 0.240
H -3.711 4.034 2.762 0.358
H -3.706 2.335 3.383 0.281
C 3.939 -2.284 5.259 -0.330
O 4.250 -1.622 4.320 -0.494
N 2.654 -2.525 5.549 0.539
C 1.526 -2.163 4.662 -0.750
C 2.305 -2.885 6.938 -0.910
H 4.669 -2.572 6.031 0.464
H 1.686 -2.130 3.585 -0.217
H 1.079 -1.192 4.872 0.393
H 0.732 -2.905 4.759 0.451
H 1.827 -2.138 7.572 0.208
H 1.744 -3.818 6.972 0.345
H 3.066 -3.149 7.673 0.364
C 2.060 -6.578 -2.011 0.116
O 1.729 -5.419 -2.460 -0.650
N 1.143 -7.352 -1.440 0.250
C 1.537 -8.723 -1.124 -1.061
C -0.297 -7.043 -1.242 -0.971
H 3.088 -6.971 -2.013 0.335
H 2.607 -8.930 -1.135 0.306
H 1.019 -9.303 -1.887 0.378
H 1.067 -8.902 -0.157 0.341
H -0.703 -7.254 -0.253 0.328
H -0.466 -5.987 -1.453 0.260
H -0.962 -7.560 -1.934 0.385
C 1.306 2.250 -3.243 0.194
O 1.433 1.463 -4.189 -0.634
N 2.346 2.530 -2.418 0.355
C 2.142 3.632 -1.436 -0.807
C 3.666 1.932 -2.518 -0.975
H 0.420 2.873 -3.045 0.189
H 2.894 4.394 -1.641 0.552
H 2.274 3.379 -0.384 0.068
H 1.199 4.174 -1.509 0.143
H 4.170 1.888 -1.553 0.294
H 3.811 1.051 -3.142 0.176
H 4.283 2.621 -3.094 0.420
C 0.231 2.796 6.030 0.682
O -0.521 3.745 5.885 -0.698
N 0.491 2.224 7.229 0.105
C 1.420 1.056 7.332 -0.655
C 0.008 2.793 8.519 -1.015
H 0.592 2.170 5.199 0.018
H 1.812 0.575 6.437 -0.152
H 0.949 0.195 7.806 0.387
H 2.224 1.413 7.975 0.333
H -0.738 2.086 8.883 0.345
H 0.797 2.663 9.260 0.308
H -0.386 3.808 8.475 0.325
C 2.414 -6.961 1.953 0.120
O 3.109 -7.929 2.232 -0.640
N 2.920 -5.706 1.939 0.209
C 2.117 -4.537 1.519 -1.064
C 4.155 -5.473 2.631 -0.993
H 1.390 -6.996 1.549 0.327
H 1.334 -4.621 0.766 0.478
H 2.710 -3.637 1.359 0.324
H 1.564 -4.374 2.444 0.273
H 4.756 -4.714 2.130 0.349
H 3.896 -4.907 3.526 0.234
H 4.759 -6.268 3.069 0.372
C 4.866 1.658 5.229 0.327
O 4.631 2.291 6.251 -0.640
N 5.091 2.267 4.042 0.181
C 5.320 1.478 2.781 -0.578
C 5.142 3.710 3.824 -0.847
H 4.897 0.558 5.189 0.211
H 4.663 1.726 1.948 0.154
H 5.029 0.446 2.977 0.068
H 6.370 1.486 2.489 0.325
H 4.347 4.111 3.195 0.098
H 5.103 4.241 4.775 0.323
H 6.128 4.008 3.467 0.404
C -1.827 -1.997 2.971 0.432
O -2.435 -0.901 3.029 -0.680
N -2.408 -3.241 2.950 0.267
C -1.536 -4.480 2.808 -0.665
C -3.839 -3.391 3.098 -1.096
H -0.731 -2.034 2.876 0.108
H -0.462 -4.349 2.940 -0.171
H -1.763 -5.006 1.881 0.425
H -1.869 -5.174 3.580 0.356
H -4.147 -3.869 2.168 0.387
H -4.069 -4.120 3.874 0.312
H -4.457 -2.494 3.161 0.290
C -1.127 7.366 -5.349 0.136
O -0.645 7.883 -6.372 -0.596
N -0.965 6.089 -4.886 0.200
C -1.861 5.607 -3.792 -0.832
C -0.112 5.075 -5.483 -0.562
H -1.767 7.983 -4.699 0.310
H -2.673 6.304 -3.588 0.381
H -1.254 5.516 -2.891 0.263
H -2.377 4.682 -4.047 0.169
H 0.749 5.471 -6.020 0.443
H 0.199 4.333 -4.748 0.060
H -0.646 4.526 -6.258 0.163
C 1.703 -4.300 -5.756 0.277
O 1.709 -5.103 -6.634 -0.599
N 2.241 -3.066 -5.865 0.105
C 2.188 -1.993 -4.845 -0.713
C 3.111 -2.689 -6.966 -1.057
H 1.164 -4.538 -4.826 0.289
H 1.891 -2.365 -3.865 0.224
H 1.458 -1.260 -5.190 0.140
H 3.174 -1.536 -4.757 0.331
H 2.875 -1.778 -7.515 0.296
H 4.159 -2.558 -6.699 0.334
H 3.020 -3.520 -7.667 0.376
C 1.553 0.315 1.930 -0.164
O 1.121 1.005 2.875 -0.646
N 0.936 0.106 0.737 0.921
C 1.408 -0.807 -0.334 -1.071
C -0.261 0.879 0.324 -0.483
H 2.486 -0.213 2.181 0.530
H 2.354 -1.284 -0.079 0.361
H 1.552 -0.364 -1.320 0.035
H 0.667 -1.600 -0.438 0.325
H -0.620 1.367 1.230 0.107
H -0.203 1.587 -0.503 -0.259
H -0.967 0.087 0.076 0.288
C -2.976 2.841 -6.749 0.250
O -3.917 3.184 -7.378 -0.634
N -2.061 2.002 -7.183 0.139
C -2.341 1.177 -8.335 -1.006
C -0.885 1.676 -6.304 -0.515
H -2.687 3.276 -5.780 0.217
H -3.211 1.362 -8.965 0.365
H -2.522 0.182 -7.929 0.310
H -1.530 1.117 -9.061 0.305
H -0.025 2.022 -6.877 0.373
H -0.933 2.191 -5.345 -0.386
H -0.910 0.597 -6.151 0.448
```

Calculated values
Frontier orbital gap in eV: 8.703
ΔE to the lowest compared entry with this formula, charge and spin in kcal/mol: 322.8
LUMO energy in eV: -0.35
HOMO level in eV: -9.06



Record 4
ORCA calculation (ωB97M-V/def2-TZVPD) on a cluster of 2 separate species, C30H27F2N2 in total at a distorted geometry.

Structure (XYZ):
```
61
Properties=species:S:1:pos:R:3:nbo_charge:R:1
F -2.381 0.778 -5.483 -0.324
C -2.604 0.867 -4.125 0.419
C -3.903 1.050 -3.661 -0.289
C -4.095 1.410 -2.307 -0.176
C -2.989 1.631 -1.496 -0.252
C -1.689 1.398 -1.994 0.021
C -0.570 1.311 -1.021 -0.462
C 0.814 1.075 -1.520 -0.181
C 1.871 1.665 -0.941 -0.177
C 3.008 2.109 -1.708 -0.066
C 2.903 2.148 -3.128 -0.270
C 3.930 2.734 -3.863 0.412
F 3.797 2.809 -5.229 -0.325
C 5.079 3.257 -3.254 -0.270
C 5.188 3.188 -1.848 -0.187
C 4.163 2.636 -1.079 -0.202
C -1.494 0.931 -3.291 -0.297
H -4.751 1.013 -4.355 0.246
H -5.104 1.556 -1.904 0.227
H -3.102 1.962 -0.449 0.204
H -0.564 2.135 -0.311 0.224
H 0.971 0.348 -2.312 0.205
H 1.902 1.844 0.139 0.197
H 2.008 1.771 -3.618 0.228
H 5.865 3.677 -3.874 0.242
H 6.088 3.576 -1.359 0.228
H 4.232 2.589 0.016 0.211
H -0.497 0.683 -3.650 0.231
C -0.339 -2.850 -0.252 -0.426
N 0.213 -1.927 0.726 -0.327
C -0.563 -1.095 1.471 0.541
H -0.874 0.408 -0.537 0.193
C -1.984 -1.253 1.716 -0.191
C -2.170 -2.288 2.655 -0.179
C -3.428 -2.537 3.167 -0.199
C -4.518 -1.798 2.678 -0.165
C -4.343 -0.794 1.709 -0.213
C -3.067 -0.498 1.222 -0.122
N 0.256 -0.309 2.210 -0.314
C -0.208 0.760 3.060 -0.426
C 1.525 -0.932 2.267 0.105
C 1.490 -1.979 1.320 0.185
C 2.128 -3.190 1.534 -0.233
C 2.806 -3.324 2.753 -0.190
C 2.848 -2.289 3.694 -0.195
C 2.220 -1.059 3.457 -0.205
H 0.488 -3.396 -0.715 0.237
H -1.037 -3.567 0.219 0.232
H -0.879 -2.306 -1.048 0.239
H -1.290 -2.835 3.012 0.223
H -3.515 -3.309 3.936 0.240
H -5.513 -2.011 3.067 0.237
H -5.218 -0.236 1.339 0.238
H -2.895 0.296 0.488 0.237
H 0.655 1.294 3.465 0.237
H -0.800 1.480 2.476 0.235
H -0.831 0.382 3.888 0.233
H 1.996 -4.012 0.822 0.238
H 3.279 -4.278 2.988 0.241
H 3.350 -2.439 4.649 0.241
H 2.141 -0.261 4.194 0.233
```

Calculated values
Frontier orbital gap in eV: 7.417
LUMO energy in eV: -2.99
Total charge: +1
HOMO level in eV: -10.41



Record 5
ORCA calculation (ωB97M-V/def2-TZVPD) on a cluster of 2 separate species, C18H29N2P in total at a distorted geometry.

Structure (XYZ):
```
50
Properties=species:S:1:pos:R:3:nbo_charge:R:1
C 2.906 -1.217 -3.465 -0.615
C 1.390 -0.936 -3.493 -0.694
P 0.566 -1.744 -4.940 0.572
C -1.169 -1.103 -4.750 -0.687
C -2.226 -1.907 -3.948 -0.231
C -3.354 -0.933 -3.490 -0.606
C -1.646 -2.658 -2.734 -0.621
H 3.473 -0.305 -3.315 0.215
H 3.211 -1.688 -4.393 0.229
H 3.137 -1.875 -2.634 0.207
H 0.955 -1.268 -2.545 0.172
H 1.179 0.128 -3.562 0.208
H 0.483 -3.083 -4.502 -0.033
H -1.546 -0.951 -5.757 0.248
H -1.063 -0.104 -4.333 0.191
H -2.670 -2.633 -4.618 0.221
H -3.235 0.051 -3.935 0.198
H -4.326 -1.327 -3.767 0.238
H -3.337 -0.807 -2.411 0.177
H -2.307 -2.600 -1.874 0.201
H -1.544 -3.715 -2.957 0.236
H -0.670 -2.288 -2.432 0.185
C -1.556 1.522 -1.706 -0.418
N -0.943 1.434 -0.357 -0.241
C -1.048 2.477 0.482 0.116
C -0.513 2.419 1.747 -0.210
C 0.141 1.263 2.168 0.032
C 0.244 0.203 1.273 -0.202
C -0.305 0.315 0.014 0.118
C 0.706 1.153 3.537 0.039
C 0.314 0.121 4.384 -0.210
C 0.865 0.021 5.642 0.120
N 1.782 0.905 6.062 -0.239
C 2.170 1.917 5.270 0.106
C 1.647 2.066 4.007 -0.197
C 2.396 0.770 7.408 -0.412
H -1.141 2.383 -2.224 0.248
H -2.632 1.624 -1.587 0.251
H -1.331 0.613 -2.253 0.251
H -1.572 3.348 0.115 0.257
H -0.625 3.274 2.399 0.264
H 0.758 -0.710 1.537 0.262
H -0.246 -0.483 -0.714 0.263
H -0.428 -0.605 4.082 0.265
H 0.585 -0.764 6.330 0.257
H 2.910 2.595 5.672 0.259
H 1.992 2.887 3.394 0.264
H 2.224 1.689 7.962 0.250
H 3.461 0.590 7.284 0.250
H 1.938 -0.065 7.926 0.245
```

Calculated values
Frontier orbital gap in eV: 4.660
ΔE to the lowest compared entry with this formula, charge and spin in kcal/mol: 5.3
LUMO energy in eV: -7.80
Total charge: +2
HOMO level in eV: -12.46



Let's list energy in order: -9873.3040 -19820.2043 -101427.6297 -39955.1382 -31389.7421 eV.